1.
Formula: H15N5
Source: the Open Molecules 2025 dataset
Level of theory: the ωB97M-V functional and the def2-TZVPD basis

Last column: Löwdin charge in e.
CARTESIAN COORDINATES (ANGSTROEM)
N (1.84724, 0.48290, 1.49011)  0.006
H (2.40847, 0.50881, 0.64584)  -0.011
H (1.11506, 1.17405, 1.53633)  -0.002
H (1.44497, -0.44764, 1.44859)  -0.025
N (2.13488, 2.78706, -1.28386)  0.023
H (1.87902, 1.95147, -0.76665)  -0.029
H (2.43254, 2.55480, -2.21912)  0.004
H (1.34977, 3.42445, -1.30817)  -0.003
N (-1.29546, -4.13281, 1.87170)  0.012
H (-0.88091, -3.35677, 2.36427)  0.004
H (-0.58402, -4.84996, 1.79199)  0.014
H (-2.13911, -4.50518, 2.27700)  0.010
N (-1.64769, 2.80429, -1.84488)  0.009
H (-0.77708, 2.30977, -1.67739)  -0.022
H (-1.60414, 3.07649, -2.82093)  0.006
H (-2.38622, 2.12192, -1.73512)  -0.001
N (-0.59788, -1.39771, 0.14092)  0.022
H (-1.09681, -1.99892, 0.78580)  -0.032
H (-0.41813, -1.92142, -0.70220)  0.012
H (-1.18449, -0.58561, 0.00579)  0.005

Computed properties:
SMILES string: N.N.N.N.N
Electronic energy in eV: -7694.0998

=====

2.
Formula: H15NSi6
Source: the Open Molecules 2025 dataset
Level of theory: the ωB97M-V functional and the def2-TZVPD basis

Last column: Löwdin charge in e.
CARTESIAN COORDINATES (ANGSTROEM)
Si (1.07969, -0.37834, -2.72723)  0.448
Si (1.92599, 0.84568, -0.74197)  0.243
N (0.84062, 0.89735, 0.58194)  -0.636
Si (0.99243, -0.37742, 2.10745)  0.482
Si (-0.33439, -2.30678, 1.52278)  0.468
Si (-0.64139, 1.94055, 0.54308)  0.296
Si (-2.46855, 0.75773, -0.38987)  0.439
H (-0.12692, -1.05775, -2.17214)  -0.151
H (0.51066, 0.48746, -3.94269)  -0.096
H (1.76295, -1.47780, -3.46569)  -0.145
H (3.28786, 0.61578, -0.31561)  -0.091
H (2.11001, 2.23870, -1.00308)  -0.096
H (2.41528, -0.55065, 1.98298)  -0.092
H (0.55121, 0.33442, 3.27616)  -0.100
H (-0.72030, -3.25101, 2.48499)  -0.161
H (0.50947, -3.07854, 0.66575)  -0.137
H (-1.55226, -2.35411, 0.74756)  -0.135
H (-1.20668, 2.32391, 1.92198)  -0.056
H (-0.14580, 3.21568, -0.02189)  -0.080
H (-3.60475, 1.56351, -0.03827)  -0.149
H (-2.57721, -0.41813, 0.62630)  -0.126
H (-2.60789, 0.02975, -1.64254)  -0.125

Computed properties:
SMILES string: [SiH3][SiH2]N([SiH2][SiH3])[SiH2][SiH3]
Electronic energy in eV: -48996.3171

=====

3.
Formula: H15O7
Source: the Open Molecules 2025 dataset
Level of theory: the ωB97M-V functional and the def2-TZVPD basis

Last column: Löwdin charge in e.
CARTESIAN COORDINATES (ANGSTROEM)
O (-1.25425, 1.51291, -1.50813)  -0.043
H (-1.66120, 2.12229, -2.12988)  0.057
H (-1.50552, 1.81752, -0.62913)  -0.005
O (2.15734, -2.17236, 0.79936)  -0.033
H (1.53597, -1.51904, 1.11541)  -0.020
H (2.06808, -3.04271, 1.18854)  0.046
O (-2.08459, 0.30358, 1.19494)  0.001
H (-2.65627, 0.10811, 1.96044)  0.119
H (-1.11441, 0.88489, 1.28021)  0.004
O (-0.37718, 1.98276, 0.93523)  0.013
H (-0.33226, -0.08696, 1.97533)  0.512
H (-0.32474, 2.59073, 1.69427)  0.144
O (0.98940, -1.05969, -1.73308)  -0.052
H (0.04221, -0.99501, -1.54706)  0.027
H (0.97137, -1.30775, -2.66768)  0.070
O (-1.29768, -2.09412, 0.46879)  0.013
H (-1.07117, -2.73120, 1.16829)  0.073
H (-1.58194, -1.35698, 1.03751)  -0.046
O (1.96561, 1.44901, -0.48599)  -0.053
H (1.75819, 0.63295, -0.97814)  0.018
H (2.62253, 1.85517, -1.05868)  0.069
H (0.56256, 1.69152, 0.80974)  0.084

Computed properties:
Electronic energy in eV: -14562.5065
Charge: +1

=====

Number 1: HOMO-LUMO gap 10.1 eV. Number 2: HOMO-LUMO gap 9.0 eV. Number 3: HOMO-LUMO gap 4.5 eV.